Entry 1:
Molecular formula: C19H24AsBrCrN4O2PS5
Method: DFT, ωB97M-V/def2-TZVPD

Kohn-Sham gap (alpha / beta) ... 5.974 / 6.122 eV
2S+1 ... 4
Max |F| ... 0.7 eV/A
HOMO level (alpha / beta) ... -6.92 / -6.91 eV

The geometry in XYZ format:
```
58
Properties=species:S:1:pos:R:3:forces:R:3
Cr -1.667 -0.327 -0.557 0.5 0.5 -0.1
C -2.218 -2.720 -5.589 -0.1 -0.1 0.1
C -2.664 -2.586 -4.155 0.2 0.0 -0.2
C -3.858 -3.127 -3.697 -0.2 -0.1 -0.1
C -4.290 -2.896 -2.402 -0.1 -0.1 0.1
C -3.466 -2.125 -1.617 -0.3 0.0 0.1
Br -3.971 -1.537 0.130 -0.1 -0.1 -0.1
N -2.307 -1.639 -2.001 -0.2 -0.2 -0.2
C -1.903 -1.868 -3.247 0.2 0.0 -0.2
H -2.496 -3.691 -6.000 0.0 0.0 0.0
H -1.140 -2.594 -5.685 0.0 0.0 0.0
H -2.697 -1.952 -6.198 0.0 0.0 0.0
H -4.468 -3.727 -4.364 0.0 0.1 0.0
H -5.220 -3.289 -2.016 0.0 0.0 -0.1
H -0.948 -1.430 -3.512 0.0 0.1 0.0
S 2.775 3.214 -0.459 0.1 0.1 -0.1
As 1.331 3.601 -1.982 0.1 0.5 0.1
S -2.340 1.477 -1.918 0.0 -0.2 0.2
S -0.343 0.979 -1.940 -0.4 -0.4 0.2
S -0.089 5.010 -1.339 0.2 -0.3 0.0
C 0.803 1.897 3.624 -0.3 0.0 -0.1
N 1.130 2.414 2.236 -0.2 -0.1 0.1
C 0.449 3.780 2.039 -0.3 -0.1 0.0
N -0.959 3.684 2.293 0.1 0.0 -0.2
C -1.214 3.169 3.628 0.1 -0.2 -0.2
N -0.620 1.843 3.833 0.1 -0.1 0.0
C -1.291 0.810 3.020 0.1 0.2 -0.1
P -1.096 1.167 1.204 -0.3 0.5 0.5
C 0.700 1.418 1.203 0.1 0.0 0.2
C -1.657 2.924 1.236 0.3 0.0 0.2
H 1.264 2.577 4.337 0.0 0.1 0.0
H 1.243 0.906 3.715 0.0 -0.1 0.0
H 2.137 2.564 2.099 0.0 0.1 -0.2
H 0.654 4.095 1.016 0.0 0.0 0.0
H 0.928 4.453 2.751 0.0 0.0 0.0
H -2.287 3.099 3.791 0.0 0.0 0.0
H -0.790 3.858 4.360 0.0 0.0 0.0
H -2.351 0.792 3.278 0.0 0.0 0.1
H -0.877 -0.171 3.239 0.1 -0.1 0.0
H 1.044 1.775 0.235 0.0 0.1 0.0
H 1.198 0.470 1.402 0.1 0.0 0.1
H -2.735 2.957 1.390 0.0 0.0 0.1
H -1.446 3.373 0.266 0.0 0.1 -0.1
O 5.901 -2.530 -1.249 -0.1 0.1 0.0
C 5.423 -2.411 0.012 0.0 0.0 -0.1
O 6.177 -2.483 0.939 0.0 0.0 0.2
C 3.944 -2.222 0.161 0.2 0.0 -0.1
C 3.131 -1.692 -0.832 -0.2 0.1 -0.1
C 1.760 -1.571 -0.641 0.0 0.0 0.1
C 1.169 -1.981 0.559 -0.1 0.0 0.0
S -0.580 -1.928 0.884 0.3 -0.1 -0.3
C 2.004 -2.479 1.566 0.0 0.0 0.0
C 3.370 -2.596 1.368 -0.2 0.0 0.2
H 5.175 -2.493 -1.883 0.0 0.0 0.0
H 3.551 -1.324 -1.764 0.0 0.0 0.0
H 1.147 -1.145 -1.423 0.0 0.0 0.0
H 1.564 -2.786 2.509 0.0 0.0 0.0
H 4.014 -2.986 2.147 0.0 0.0 0.0
```
Positions in Å, forces in eV/Å.

natural (NBO) atomic charge list, values in e, 6 entries: number 1, Cr, carries 0.4848; number 2, C, carries -0.6324; number 3, C, carries -0.0214; number 4, C, carries -0.1291; number 5, C, carries -0.2571; number 6, C, carries 0.1835

---

Entry 2:
Molecular formula: C19H24B2BrF3N2O8PS
Method: DFT, ωB97M-V/def2-TZVPD

Net charge ... +1
Kohn-Sham gap ... 5.203 eV
Structure (SMILES) ... CB(O)c1c(C(=O)OB(N)O)c(P(O)Br)c[n+](COc2cc(C)ccc2C(C)C)c1S(=O)(=O)C(F)(F)F
Max |F| ... 5.7 eV/A
HOMO level ... -10.86 eV

The geometry in XYZ format:
```
61
Properties=species:S:1:pos:R:3:forces:R:3
C -4.828 2.198 -0.367 0.6 0.3 0.5
B -3.294 2.221 -0.892 -1.5 0.7 -1.8
O -3.097 2.794 -2.150 0.2 -1.4 1.6
C -2.048 1.664 -0.009 1.5 -0.3 0.7
C -1.763 2.458 1.237 0.7 -2.8 -0.2
C -2.635 3.734 1.566 0.1 0.4 -0.1
O -2.199 4.766 1.169 -0.2 -0.5 -0.1
O -3.829 3.616 2.280 2.6 -0.6 0.3
B -3.601 3.881 3.678 -0.4 0.4 1.0
N -4.277 3.002 4.652 1.3 1.0 -0.5
O -2.767 4.944 4.064 -0.6 -1.6 -0.5
C -0.669 1.982 2.088 -0.5 -1.8 -1.3
P -0.210 2.884 3.697 -0.1 1.5 0.5
O -0.938 2.098 4.996 0.3 -0.5 -1.9
Br 2.052 2.644 3.856 -1.0 -0.7 -0.2
C 0.060 0.778 1.685 -1.8 2.0 -0.4
N -0.252 0.102 0.536 1.0 -0.2 0.3
C 0.568 -1.127 0.285 0.0 -2.0 -0.2
O 1.488 -0.929 -0.764 -0.8 -0.4 0.7
C 2.240 -2.090 -1.041 2.3 -2.3 -1.1
C 1.719 -3.457 -0.949 0.8 0.2 -0.1
C 2.514 -4.652 -1.256 1.3 2.1 -0.5
C 1.937 -6.107 -1.112 0.8 1.3 0.7
C 3.899 -4.415 -1.695 -2.0 1.3 0.7
C 4.420 -3.048 -1.800 -1.3 -0.3 0.4
C 3.635 -1.848 -1.488 -1.3 -1.9 0.2
C 4.170 -0.383 -1.575 0.5 -0.4 0.0
C 3.478 0.503 -2.673 0.5 0.8 0.1
C 5.750 -0.376 -1.750 -1.0 0.0 0.7
C -1.252 0.464 -0.351 -1.3 3.7 2.5
S -1.685 -0.404 -1.897 2.1 -1.1 -5.2
O -0.852 -1.540 -2.249 -0.8 0.4 2.6
O -1.722 0.468 -3.063 -0.9 0.3 2.8
C -3.416 -1.120 -1.627 -1.6 -1.5 0.3
F -3.390 -2.423 -2.009 0.2 1.9 0.4
F -3.754 -1.112 -0.294 0.3 0.5 -1.7
F -4.329 -0.473 -2.395 1.3 -0.6 1.4
H -4.947 1.692 0.626 -0.2 0.3 -1.0
H -5.539 1.807 -1.141 0.7 0.1 0.7
H -5.102 3.290 -0.227 0.2 -1.1 -0.1
H -3.903 2.710 -2.690 0.3 0.5 0.3
H -3.777 2.117 4.745 -0.7 0.0 -0.1
H -4.265 3.468 5.562 -0.1 -0.4 -0.2
H -2.283 4.705 4.877 -0.5 0.4 -0.3
H -1.546 1.389 4.709 0.5 0.1 0.4
H 0.874 0.407 2.349 -0.6 0.1 -1.0
H 1.139 -1.452 1.197 -0.7 0.7 -0.5
H -0.184 -1.942 0.067 0.8 0.9 0.0
H 0.661 -3.644 -0.619 1.1 0.3 -0.4
H 1.271 -6.383 -1.965 0.6 0.2 0.8
H 2.822 -6.789 -1.008 -1.0 0.4 -0.4
H 1.396 -6.139 -0.128 0.2 -0.2 -1.0
H 4.496 -5.325 -1.940 -0.3 1.2 0.2
H 5.484 -2.943 -2.127 -1.2 0.0 0.3
H 3.977 0.105 -0.573 0.0 -0.6 -1.0
H 2.364 0.567 -2.583 1.0 -0.3 -0.1
H 3.863 1.557 -2.520 -0.4 -1.0 -0.2
H 3.771 0.231 -3.727 -0.4 0.0 1.1
H 6.041 -0.573 -2.813 -0.1 0.2 1.0
H 6.116 0.622 -1.386 -0.1 -1.0 -0.6
H 6.149 -1.173 -1.068 0.0 0.9 -0.7
```
Positions in Å, forces in eV/Å.

natural (NBO) atomic charge list, values in e, 6 entries: number 1, C, carries -1.0273; number 2, B, carries 0.9758; number 3, O, carries -0.8427; number 4, C, carries -0.2620; number 5, C, carries 0.0291; number 6, C, carries 0.7642

---

Entry 3:
Molecular formula: C19H24BrClCsI2N4
Method: DFT, ωB97M-V/def2-TZVPD

Net charge ... +1
Kohn-Sham gap ... 7.942 eV
Max |F| ... 4.6 eV/A
HOMO level ... -11.53 eV

The geometry in XYZ format:
```
52
Properties=species:S:1:pos:R:3:forces:R:3
C -2.982 -0.110 -4.361 -0.1 -0.4 0.8
C -3.662 -0.879 -3.162 0.6 0.1 -0.5
C -2.822 -2.160 -2.835 0.2 1.1 -0.6
C -1.383 -1.725 -2.430 -0.4 0.7 0.5
N -0.731 -2.617 -1.441 0.1 0.3 0.3
C -0.717 -2.040 -0.130 -0.1 -0.8 -0.5
N -1.668 -2.451 0.708 1.8 2.1 0.7
C -1.585 -1.801 1.925 -1.5 -0.6 1.2
C -2.569 -2.176 2.938 0.2 0.5 0.8
C -2.595 -1.607 4.197 0.0 0.1 -0.2
Br -3.927 -2.234 5.440 0.7 0.4 -0.6
C -1.665 -0.542 4.615 -0.3 -0.9 -1.0
Cl -1.773 0.171 6.197 0.0 -0.3 -0.8
C -0.720 -0.143 3.706 1.6 -0.1 -0.9
C 0.306 1.007 4.115 -2.5 1.2 -2.8
I 1.898 0.696 5.501 -0.8 0.0 -0.9
C 0.064 2.240 3.497 1.9 -0.5 2.4
C 1.022 3.560 3.757 -1.2 -1.1 -1.8
I -1.637 2.570 2.136 0.2 -0.2 1.5
C -0.646 -0.813 2.295 0.8 1.0 1.4
N 0.347 -0.438 1.425 -0.7 -1.6 -2.6
C 0.304 -1.072 0.179 0.7 1.6 1.2
C 1.410 -0.724 -0.969 0.0 0.3 1.7
C 2.283 0.570 -0.693 1.7 -1.2 -1.8
C 3.836 0.344 -1.100 -0.8 0.4 1.2
C 4.571 1.668 -1.430 0.0 -0.4 0.1
N 4.196 2.201 -2.747 0.3 0.3 0.3
H -3.703 0.448 -4.979 0.3 -0.2 0.3
H -2.434 -0.836 -4.989 -0.3 0.5 0.1
H -2.248 0.595 -3.917 -0.3 -0.3 -0.6
H -4.709 -1.146 -3.389 0.5 0.1 0.1
H -3.659 -0.164 -2.311 -0.2 -0.6 -0.2
H -2.734 -2.701 -3.799 -0.3 -0.2 0.8
H -3.293 -2.760 -2.040 0.3 0.1 -0.4
H -1.483 -0.722 -1.943 0.1 -0.5 -0.3
H -0.723 -1.541 -3.303 -0.4 -0.4 0.4
H 0.204 -2.895 -1.718 -0.2 0.1 0.0
H -3.321 -2.946 2.735 0.5 0.3 -0.2
H 1.759 3.626 2.867 -0.9 0.4 2.8
H 0.363 4.446 3.666 0.5 -0.4 0.3
H 1.552 3.529 4.718 -0.3 -0.1 -0.4
H 2.103 -1.591 -1.049 -0.4 0.4 0.3
H 0.994 -0.606 -1.986 -0.3 -0.2 0.8
H 1.907 1.411 -1.427 0.4 -1.3 1.7
H 2.310 0.885 0.401 1.0 -3.2 -3.2
H 4.333 -0.060 -0.189 -0.3 0.0 -0.5
H 3.961 -0.413 -1.892 -0.2 0.5 0.1
H 4.436 2.415 -0.604 0.0 -0.5 -0.3
H 5.656 1.442 -1.433 -0.5 0.2 -0.2
H 3.298 2.679 -2.729 0.1 -0.2 0.1
H 4.871 2.925 -2.988 -0.2 -0.2 -0.2
Cs 1.404 2.486 0.969 -1.1 3.6 -0.1
```
Positions in Å, forces in eV/Å.

Löwdin atomic charge list, values in e, 6 entries: number 1, C, carries -0.1113; number 2, C, carries -0.2496; number 3, C, carries -0.1839; number 4, C, carries -0.2215; number 5, N, carries 0.0081; number 6, C, carries -0.2739

---

Look up the max |F| of the first one.
0.7 eV/A